1.
DFT (ωB97M-V/def2-TZVPD) results for C48H57N10O3S2SiTc as an isolated structure.

Geometry as XYZ:
```
122
Properties=species:S:1:pos:R:3:forces:R:3:lowdin_charge:R:1
Tc -0.11959 -0.43987 0.65428 -0.6964 1.5930 -0.0161 1.581
C 6.41327 -2.57989 -1.26762 -0.1390 0.2140 0.0232 -0.055
C 5.49181 -1.59067 -1.97566 0.0401 -0.6782 -0.2417 -0.186
N 5.06961 -0.52148 -1.08728 -0.6151 -0.0396 0.7163 -0.101
C 5.80622 0.71863 -1.14424 0.1160 0.5487 -0.2050 -0.205
C 5.58040 1.44666 -2.46933 0.0119 -0.0992 0.1554 -0.057
C 4.12045 -0.75298 -0.17976 0.8041 -0.7308 -1.2091 -0.702
S 3.71807 0.35324 1.03602 -0.1982 0.3895 0.4248 1.017
N 3.59406 -1.97459 -0.16068 0.3589 0.2496 0.1559 0.132
C 2.39949 -2.40500 0.13110 -0.1434 -0.0357 -0.1748 -0.396
O 1.35131 -1.69119 0.20484 0.6202 -0.5442 0.0915 -0.180
C 2.33090 -3.89229 0.21981 -0.1400 -0.0811 -0.0202 -0.126
C 1.54687 -4.56148 1.15496 0.0493 0.1351 -0.0776 -0.022
C 1.53659 -5.94796 1.18098 -0.0775 0.0379 0.0859 -0.063
C 2.30132 -6.67548 0.28333 0.0780 0.0322 0.0534 -0.063
C 3.10451 -6.01180 -0.63137 -0.0448 -0.0371 -0.0292 -0.057
C 3.11776 -4.63100 -0.66233 0.0051 0.0256 0.0457 -0.018
H 6.63987 -3.40490 -1.93593 0.0764 -0.1093 -0.0538 0.083
H 5.93165 -2.96678 -0.37335 0.0020 -0.1051 0.0192 0.068
H 7.34495 -2.10028 -0.98136 0.1528 0.0229 0.0287 0.077
H 4.60078 -2.10055 -2.34411 0.1078 0.1166 -0.1128 0.100
H 6.01086 -1.14789 -2.82545 -0.1879 0.0787 0.0369 0.123
H 6.87217 0.51153 -1.00234 -0.1017 -0.0018 0.1180 0.135
H 5.47048 1.34045 -0.31129 0.0829 0.0841 0.0288 0.072
H 6.16719 1.00037 -3.26646 0.0432 -0.0166 -0.1116 0.075
H 5.87652 2.48831 -2.37823 0.0459 0.0738 -0.0088 0.086
H 4.52951 1.39903 -2.74992 -0.0775 0.0392 -0.0452 0.069
H 0.98105 -4.00242 1.88682 -0.0351 0.0170 0.0032 0.098
H 0.93285 -6.46431 1.91323 -0.0336 -0.0194 0.0677 0.108
H 2.29680 -7.75535 0.31467 -0.0404 -0.0501 -0.0025 0.111
H 3.72271 -6.56948 -1.31868 0.0168 -0.0481 -0.0654 0.111
H 3.74296 -4.10745 -1.36752 0.0508 0.0247 -0.0943 0.100
N 1.34699 2.02578 2.17778 0.1968 -0.1122 -0.0819 0.178
C 1.09994 1.06009 3.04656 -0.3901 0.0433 0.2754 -0.447
N 1.43820 1.20717 4.31849 0.3195 0.2075 0.3145 0.192
C 1.04933 0.25745 5.16824 -0.0503 0.3014 -0.6170 -0.425
N 1.44076 0.33691 6.43572 0.0380 -0.0268 0.0244 0.197
N 0.25557 -0.77911 4.82657 -0.4308 -0.6410 -0.2276 0.201
C -0.00276 -0.89682 3.54645 0.7631 0.8976 0.6649 -0.252
N 0.45080 -0.05425 2.59390 0.1123 -0.0625 -0.3730 0.038
C -0.76389 -2.01838 3.03118 -0.5813 -0.7917 -0.4023 -0.182
C -1.29260 -3.02074 3.83332 0.2162 0.4985 -0.0531 0.021
C -1.87903 -4.11601 3.22630 0.0309 0.0465 -0.7709 -0.017
C -1.85610 -4.19106 1.83612 0.0452 -0.2110 0.7029 -0.050
C -1.33283 -3.14360 1.10525 0.1558 0.3025 -0.2498 -0.226
N -0.83759 -2.04033 1.67908 -0.3253 -1.3866 1.1294 -0.085
H 1.89172 2.81699 2.47865 -0.0993 -0.0012 0.0584 0.127
H 1.17826 1.84764 1.18642 -0.1807 0.1505 -0.2535 0.031
H 2.04560 1.08894 6.71382 -0.0120 0.0013 0.0594 0.120
H 1.17690 -0.38680 7.08050 -0.0072 0.0531 0.0204 0.119
H -1.21870 -2.92282 4.90310 0.0415 0.0242 0.1228 0.118
H -2.31113 -4.90952 3.81270 -0.0444 -0.1148 0.0953 0.120
H -2.22439 -5.06142 1.32208 -0.1062 -0.1037 -0.1204 0.125
H -1.24373 -3.19327 0.03141 -0.0817 -0.0340 0.0302 0.090
C -6.84184 -0.05630 2.26615 0.1292 -0.0914 0.1068 -0.065
C -5.72916 -0.85441 2.94645 -0.2268 0.3274 0.1375 -0.197
N -4.91672 -1.57086 1.97506 0.2310 0.1382 0.2680 -0.125
C -5.20863 -2.96841 1.73801 -0.1181 -0.3729 -0.2015 -0.260
C -6.47314 -3.19344 0.91453 0.1774 0.0580 0.1813 -0.066
C -4.04180 -0.89148 1.22283 0.5070 -0.6056 -0.8693 -0.728
S -3.32857 -1.59137 -0.15376 -0.0836 -0.1836 -0.6127 0.744
N -3.86321 0.39144 1.50428 0.0985 1.0364 0.4480 0.119
C -2.82594 1.15333 1.25749 -1.4852 -0.7883 0.5332 -0.407
O -1.64074 0.75385 1.04347 0.9106 0.3108 -0.0074 -0.204
C -3.10494 2.60491 1.31226 0.2853 0.3077 -0.1720 -0.128
C -2.24363 3.48581 0.66636 -0.0134 -0.1633 0.1299 -0.016
C -2.52859 4.83790 0.63342 -0.0073 0.0705 0.0054 -0.061
C -3.67200 5.31834 1.25137 0.0403 0.0092 -0.0145 -0.071
C -4.52416 4.44750 1.91176 -0.0400 0.0067 0.0309 -0.070
C -4.24636 3.09464 1.94447 0.1151 -0.0782 -0.0399 -0.017
H -7.40947 0.50302 3.00484 -0.1039 0.0492 0.0921 0.077
H -7.51812 -0.71723 1.73023 -0.0797 0.0282 -0.0066 0.061
H -6.41085 0.64623 1.55805 0.0115 0.0562 -0.0500 0.064
H -6.15417 -1.59200 3.63031 0.0788 0.0338 0.0036 0.119
H -5.08403 -0.17869 3.51575 -0.1243 -0.1586 -0.0028 0.112
H -5.30091 -3.46089 2.71073 0.0165 0.0345 0.0000 0.118
H -4.35447 -3.39724 1.20988 -0.1687 0.0686 0.1330 0.049
H -7.35727 -2.86626 1.45574 -0.1009 0.0137 -0.0093 0.064
H -6.58291 -4.25269 0.70587 -0.0482 -0.1708 -0.0719 0.076
H -6.40575 -2.65471 -0.02760 -0.0115 0.0295 -0.0744 0.076
H -1.37031 3.08007 0.18138 0.0831 0.0142 -0.0777 0.081
H -1.86689 5.52254 0.12554 0.0702 0.0398 -0.0682 0.096
H -3.89791 6.37285 1.22239 -0.0227 0.1261 -0.0045 0.105
H -5.40862 4.82668 2.40012 -0.0854 0.0290 0.0617 0.105
H -4.89700 2.41116 2.46481 -0.0920 -0.0973 0.0100 0.100
C 2.93676 3.40810 -0.75444 -0.1839 0.0369 -0.1152 -0.096
C 1.64120 3.64409 -1.52503 -0.4196 -0.8849 -0.2675 -0.578
C 0.76337 4.61253 -0.73920 0.1123 -0.1690 -0.1332 -0.092
C 2.01184 4.27906 -2.85923 0.0242 0.0004 0.0590 -0.092
Si 0.70838 1.93601 -1.83120 -0.3984 1.1813 -1.3558 0.521
O 0.63828 1.11063 -0.47592 0.3988 -1.0500 1.3902 -0.468
C -1.09557 2.19779 -2.42022 0.9751 0.0887 0.1409 -0.215
C -1.54171 3.26214 -3.19204 -0.0806 0.0873 -0.0370 -0.099
C -2.88255 3.39692 -3.51168 -0.0325 0.1908 -0.1028 -0.080
C -3.80251 2.47130 -3.05415 -0.0491 0.0503 -0.0154 -0.077
C -3.36622 1.37384 -2.33260 -0.1642 -0.1560 0.0193 -0.080
C -2.02246 1.23679 -2.04201 0.1551 -0.2137 0.1105 -0.127
C 1.47120 0.90908 -3.24698 -0.0855 0.2873 0.6090 -0.206
C 1.48217 1.35666 -4.56578 0.0640 0.0304 -0.0004 -0.092
C 1.89663 0.53314 -5.59735 0.0080 0.0066 -0.0721 -0.073
C 2.27987 -0.77237 -5.33418 -0.0033 -0.0907 0.0156 -0.083
C 2.24548 -1.24527 -4.03318 0.0928 -0.1698 -0.0398 -0.094
C 1.85511 -0.40687 -3.00439 0.0199 0.1534 0.1381 -0.105
H 3.40209 4.36539 -0.51897 0.1236 0.1570 0.0496 0.094
H 3.63587 2.83747 -1.35439 0.2021 -0.1670 -0.0758 0.047
H 2.77317 2.87121 0.17229 -0.0074 -0.0747 0.2134 0.014
H 1.27888 5.56735 -0.63224 0.0764 0.1697 0.0373 0.091
H 0.55631 4.23609 0.25850 -0.1530 -0.0289 0.2133 0.067
H -0.17583 4.79448 -1.25416 -0.1779 0.0310 0.0205 0.064
H 2.56345 5.20121 -2.67690 0.1060 0.1872 -0.0378 0.089
H 1.13501 4.53444 -3.44612 -0.0805 0.0542 -0.1558 0.066
H 2.64423 3.61732 -3.44476 0.1028 -0.0348 -0.1623 0.068
H -0.84403 3.99731 -3.56163 0.0611 0.1807 -0.0095 0.083
H -3.20998 4.23152 -4.11491 -0.0371 0.0861 -0.0252 0.103
H -4.85263 2.60241 -3.26793 -0.0981 -0.0302 -0.0487 0.104
H -4.07218 0.62822 -1.99761 -0.0245 -0.1229 0.0591 0.079
H -1.67819 0.35640 -1.50398 -0.2680 0.0910 -0.0300 0.038
H 1.14826 2.35650 -4.79912 -0.0536 0.1351 -0.0529 0.098
H 1.89814 0.90257 -6.61123 0.0079 0.0320 -0.1245 0.106
H 2.57667 -1.42674 -6.13944 0.0412 -0.0483 -0.1015 0.103
H 2.49900 -2.27582 -3.82129 0.0546 -0.0872 -0.0209 0.097
H 1.81589 -0.77515 -1.98949 0.0066 -0.1139 0.1152 0.064
```
Positions in Å, forces in eV/Å.

## Properties
Lowest unoccupied orbital energy (spin up / spin down), eV: -3.2 / -5.7
Charge: +1
Frontier orbital gap (spin up / spin down), eV: 6.465 / 4.003
Expectation value of S²: 3.764
Spin multiplicity: 4

***

2.
DFT (ωB97M-V/def2-TZVPD) results for C3HFO2Tl as an isolated structure.

Geometry as XYZ:
```
8
Properties=species:S:1:pos:R:3:forces:R:3:lowdin_charge:R:1
H 3.35504 -1.00755 0.22278 -0.6276 1.4187 -0.2573 0.210
C 2.01250 -0.45769 0.66752 1.0179 -0.8249 -0.6350 -0.034
C 2.84132 0.17149 -0.06519 -1.1202 0.4377 1.5560 -0.302
F 3.22475 1.35402 -0.40356 1.0078 -0.8170 -0.5964 0.154
O -4.63740 1.01531 -0.05467 0.5221 -0.1131 -0.2989 0.290
C -3.65891 0.41251 -0.07415 -1.4763 0.5016 0.5643 -0.366
O -2.69553 -0.23846 -0.01612 0.0503 0.0879 -0.1269 -0.076
Tl -0.44176 -1.24963 -0.27661 0.6261 -0.6910 -0.2057 1.124
```
Positions in Å, forces in eV/Å.

## Properties
Relative energy (zero: lowest compared OMol25 entry of this formula, charge and spin), kJ/mol: 122.4
Lowest unoccupied orbital energy, eV: -5.0
Charge: +1
Frontier orbital gap, eV: 9.877
Spin multiplicity: 1

***

3.
DFT (ωB97M-V/def2-TZVPD) results for a 2-piece molecular cluster, C24H36N3O overall.

Geometry as XYZ:
```
64
Properties=species:S:1:pos:R:3:forces:R:3:lowdin_charge:R:1
C 0.92984 -4.04464 0.75852 -0.4300 -0.0717 -0.0226 0.016
N 2.17594 -3.28080 0.63904 1.1127 0.7089 0.3364 -0.014
C 2.37524 -1.90942 0.67597 2.2479 -2.0033 0.0652 -0.037
C 1.32386 -0.91574 0.85637 -0.8629 2.9675 0.6755 -0.297
C -0.05557 -1.32271 0.74306 -0.9585 -0.1894 0.2532 -0.037
C -1.02192 -0.82129 1.55922 1.3714 -0.4292 -0.5358 0.028
C -2.36510 -1.31869 1.63007 -1.1403 -0.3559 0.0078 -0.216
C -3.15266 -1.06820 2.76720 0.5885 0.0410 -0.4263 -0.018
C -4.43048 -1.56731 2.86466 -0.2927 -0.1255 0.0527 -0.062
C -4.96684 -2.32031 1.83348 -0.0297 0.0824 0.1248 -0.055
C -4.20697 -2.58279 0.70673 -0.1933 -0.1526 -0.1303 -0.066
C -2.92449 -2.10112 0.60621 0.2910 0.3240 0.2371 -0.027
O 1.59239 0.25268 1.17821 -0.3711 -1.7762 -0.5723 0.051
N 3.74522 -1.70396 0.71807 -0.8888 -1.1263 -0.0181 0.106
C 4.50591 -0.39954 0.75860 0.4332 1.2378 0.0921 -0.504
C 6.00917 -0.67194 0.68159 -0.2336 -0.6343 -0.0520 -0.044
C 4.23523 0.33217 2.07694 -0.3002 -0.1936 0.3494 -0.016
C 4.09446 0.44161 -0.45071 -0.3575 -0.2829 -0.1722 -0.009
C 4.36493 -2.94787 0.70645 -0.5380 0.5767 0.0480 0.014
C 3.40692 -3.90463 0.66053 -0.3951 0.5840 -0.0119 0.007
H 1.13054 -5.09299 0.98123 0.3876 0.2172 -0.0648 0.108
H 0.32361 -3.64054 1.56770 0.0570 -0.0325 -0.0985 0.106
H 0.37254 -4.00006 -0.17565 0.0254 -0.0436 0.0583 0.105
H -0.30064 -2.12665 0.07640 -0.0835 -0.0396 -0.1723 0.079
H -0.71546 -0.08593 2.28155 0.0437 0.3084 0.2404 0.131
H -2.73423 -0.50276 3.58054 0.0934 0.2380 0.1833 0.116
H -5.01855 -1.37212 3.74562 -0.0721 0.0514 0.1444 0.112
H -5.97567 -2.69510 1.90579 -0.0970 -0.0485 0.0111 0.113
H -4.62992 -3.16043 -0.09891 -0.0298 -0.0876 -0.1224 0.111
H -2.35642 -2.30645 -0.28330 0.1107 -0.0109 -0.2662 0.106
H 6.25308 -1.22230 -0.22573 0.1557 0.0019 -0.0936 0.092
H 6.57369 0.25978 0.67356 -0.2683 0.0242 0.0090 0.105
H 6.33386 -1.24919 1.54717 0.1446 0.0194 0.0312 0.089
H 3.18553 0.59126 2.18288 0.3858 0.0340 0.0468 0.063
H 4.51848 -0.29099 2.92253 0.1373 -0.1282 0.0908 0.093
H 4.81612 1.25025 2.14511 0.1347 -0.0483 -0.2424 0.103
H 3.03520 0.68741 -0.40494 0.1634 0.1357 -0.0683 0.058
H 4.66343 1.36885 -0.50409 0.0325 -0.0654 0.1977 0.105
H 4.27952 -0.11294 -1.36973 0.0702 -0.0336 -0.1035 0.097
H 5.42559 -3.12970 0.76891 -0.1107 0.4065 -0.1053 0.134
H 3.56088 -4.97043 0.66862 -0.3511 -0.0027 -0.0428 0.142
C -4.34488 3.65541 -2.09534 0.1348 -0.0040 0.0127 -0.076
C -3.17934 2.84666 -2.66972 0.1491 -0.0197 0.0170 -0.403
C -3.68261 1.57222 -3.34789 0.0943 0.0295 -0.0688 -0.085
C -2.12687 2.50592 -1.59120 0.1582 -0.1363 -0.2494 -0.324
C -1.51900 3.75190 -0.90819 0.0168 -0.0886 -0.1794 -0.143
C -0.02281 3.44239 -0.72321 0.0550 0.0734 0.2017 -0.167
C 0.30186 2.35285 -1.75642 -0.1737 -0.1285 -0.2971 -0.206
N -0.98091 1.75863 -2.19741 -0.1271 -0.0156 0.5842 -0.020
H -4.83791 3.10903 -1.28977 -0.0460 -0.0867 0.0515 0.081
H -4.01646 4.61233 -1.68719 0.0194 -0.0034 -0.0043 0.069
H -5.09690 3.86631 -2.85830 0.0631 -0.0457 -0.0046 0.079
H -2.66410 3.46192 -3.42942 -0.0813 -0.1785 0.2186 0.143
H -4.15360 0.90533 -2.62411 -0.1191 -0.0122 0.1348 0.074
H -4.41971 1.79423 -4.12150 -0.0024 0.0403 0.0372 0.077
H -2.86693 1.01946 -3.81538 0.0395 0.0895 0.0047 0.065
H -2.59963 1.87360 -0.82307 -0.0993 0.0574 -0.0956 0.137
H -1.66190 4.62696 -1.55110 0.0859 -0.0968 0.0145 0.111
H -2.01779 3.97504 0.04398 0.1330 -0.0631 -0.2512 0.115
H 0.60418 4.33422 -0.86177 -0.1839 -0.2402 0.0477 0.108
H 0.17022 3.07467 0.29329 -0.0653 -0.0007 -0.1922 0.099
H 0.81102 2.76682 -2.63537 -0.0176 0.0546 0.1760 0.104
H 0.96433 1.58723 -1.33561 -0.0638 0.0652 -0.0305 0.080
H -1.03653 0.76241 -1.97076 0.0482 0.6330 -0.0609 0.096
```
Positions in Å, forces in eV/Å.

## Properties
Relative energy (zero: lowest compared OMol25 entry of this formula, charge and spin), kJ/mol: 63.9
Lowest unoccupied orbital energy, eV: -4.5
Charge: +1
Frontier orbital gap, eV: 5.904
Spin multiplicity: 1